A 2-piece molecular cluster, CH2INOS overall in a non-equilibrium geometry, computed with ωB97M-V/def2-TZVPD.

Properties
**HOMO-LUMO gap**: 8.58 eV
**HOMO**: -9.01 eV
**Calculated total energy**: -865.0332 hartree
**LUMO**: -0.4 eV
**Largest force on an atom**: 1.95 eV Å⁻¹

Each line ends with the natural charge from an NBO analysis.
Cartesian coordinates (Å):
C: 1.54905 -0.57857 -0.19937  0.25
N: 2.07574 0.46736 -0.17572  -0.63
O: -1.27542 1.05010 0.70646  -1.00
S: 1.02441 -2.04272 -0.15237  -0.04
I: -1.96013 -0.43403 -0.27209  0.95
H: -3.35433 0.23554 -0.24881  0.03
H: 1.94066 1.30232 0.34189  0.44